# 1
C27H21CsN4O3 | ωB97M-V/def2-TZVPD

Each line ends with the natural charge from an NBO analysis.
CARTESIAN COORDINATES (ANGSTROEM)
1 Cs 0.740 -0.561 1.487  0.93
2 C -0.550 -3.618 -3.355  -0.25
3 O -1.762 -3.384 -2.664  -0.54
4 C -2.039 -2.034 -2.474  0.14
5 C -3.237 -1.554 -2.955  -0.25
6 C -3.619 -0.225 -2.755  -0.32
7 C -2.754 0.616 -2.070  -0.17
8 C -1.536 0.148 -1.590  -0.25
9 C -0.536 1.003 -0.920  0.06
10 N -0.641 1.820 0.053  -0.29
11 N -1.916 2.132 0.517  -0.49
12 C -2.122 1.694 1.732  0.51
13 O -1.358 0.960 2.433  -0.84
14 C -3.459 2.092 2.310  0.00
15 C -4.416 2.789 1.573  -0.20
16 C -5.628 3.141 2.146  -0.24
17 C -5.906 2.804 3.468  -0.25
18 C -4.959 2.108 4.206  -0.24
19 C -3.746 1.753 3.626  -0.22
20 C -1.120 -1.214 -1.744  0.42
21 O -0.030 -1.656 -1.232  -0.85
22 H -0.409 -4.699 -3.398  0.16
23 H 0.288 -3.153 -2.834  0.21
24 H -0.611 -3.226 -4.380  0.14
25 H -3.885 -2.249 -3.479  0.19
26 H -4.573 0.135 -3.121  0.18
27 H -3.019 1.649 -1.879  0.21
28 H 0.491 0.813 -1.237  0.18
29 H -4.181 3.038 0.547  0.23
30 H -6.365 3.679 1.559  0.19
31 H -6.855 3.080 3.916  0.19
32 H -5.168 1.838 5.235  0.19
33 H -2.989 1.204 4.172  0.23
34 C 2.591 1.752 -3.454  -0.22
35 C 3.378 2.313 -2.455  -0.24
36 C 3.819 1.541 -1.391  -0.18
37 C 3.482 0.193 -1.330  0.07
38 C 2.702 -0.371 -2.333  -0.20
39 C 2.247 0.407 -3.385  -0.22
40 N 3.893 -0.677 -0.275  -0.22
41 N 4.045 -0.107 0.819  -0.13
42 C 4.404 -0.971 1.903  -0.06
43 C 5.096 -2.169 1.659  -0.24
44 C 5.309 -3.047 2.700  -0.28
45 C 4.776 -2.742 3.954  -0.24
46 C 4.076 -1.558 4.143  -0.30
47 C 3.873 -0.578 3.143  -0.33
48 H 2.231 2.366 -4.270  0.20
49 H 3.631 3.366 -2.498  0.20
50 H 4.408 1.966 -0.589  0.22
51 H 2.399 -1.405 -2.232  0.25
52 H 1.596 -0.031 -4.130  0.21
53 H 5.460 -2.385 0.660  0.20
54 H 5.863 -3.967 2.546  0.18
55 H 4.914 -3.438 4.779  0.18
56 H 3.679 -1.381 5.144  0.17

Properties
Spin multiplicity: 1
HOMO, Eh: -0.055
E, eV: -40988.557
Total charge: -2

=====

# 2
C27H21F3N2O5PS3 | ωB97M-V/def2-TZVPD

Each line ends with the natural charge from an NBO analysis.
CARTESIAN COORDINATES (ANGSTROEM)
1 C 4.814 -1.601 4.275  -0.20
2 C 3.666 -1.707 5.056  -0.21
3 C 2.435 -1.301 4.541  -0.20
4 C 2.326 -0.735 3.257  -0.43
5 P 0.706 -0.025 2.684  1.96
6 C -0.465 -1.120 3.499  -0.44
7 C -0.913 -0.959 4.824  -0.18
8 C -1.932 -1.796 5.290  -0.22
9 C -2.260 -2.954 4.587  -0.19
10 C -1.629 -3.237 3.372  -0.22
11 C -0.763 -2.305 2.807  -0.16
12 C 0.726 1.856 3.367  -0.63
13 C 1.495 2.625 2.347  0.31
14 N 2.138 3.262 1.607  -0.35
15 O 0.500 0.112 1.207  -1.13
16 C 3.484 -0.680 2.464  -0.11
17 C 4.716 -1.115 2.967  -0.23
18 H 5.776 -1.896 4.683  0.21
19 H 3.717 -2.112 6.068  0.21
20 H 1.551 -1.431 5.160  0.22
21 H -0.463 -0.212 5.489  0.24
22 H -2.452 -1.539 6.213  0.22
23 H -2.998 -3.646 4.987  0.21
24 H -1.817 -4.177 2.857  0.21
25 H -0.292 -2.503 1.841  0.23
26 H 1.452 1.473 4.127  0.27
27 H 3.419 -0.302 1.444  0.23
28 H 5.608 -1.073 2.344  0.22
29 F -3.963 3.056 1.438  -0.36
30 C -3.643 2.534 2.674  0.82
31 F -4.399 3.208 3.579  -0.33
32 F -4.062 1.234 2.663  -0.35
33 S -1.832 2.699 2.685  0.17
34 N -0.669 0.572 -1.779  -1.17
35 S 0.152 1.556 -0.816  2.36
36 C -0.135 2.713 4.246  -0.24
37 C 0.281 3.900 4.826  -0.14
38 C -0.688 4.739 5.400  -0.47
39 C -1.926 4.213 5.818  -0.16
40 C -2.325 2.984 5.394  -0.37
41 C -1.530 2.243 4.415  -0.34
42 O 1.475 1.831 -1.305  -0.76
43 O -0.540 2.408 0.121  -0.74
44 S -1.306 1.272 -3.099  2.31
45 C -2.982 1.480 -2.512  -0.33
46 C -3.571 0.480 -1.742  -0.18
47 C -4.808 0.715 -1.132  -0.23
48 C -5.432 1.953 -1.336  -0.13
49 C -4.876 2.922 -2.179  -0.23
50 C -3.629 2.689 -2.760  -0.19
51 O -0.813 2.602 -3.388  -0.95
52 O -1.305 0.282 -4.136  -0.92
53 H 1.347 4.186 4.812  0.20
54 H -0.436 5.790 5.562  0.19
55 H -2.544 4.775 6.514  0.19
56 H -3.301 2.540 5.514  0.19
57 H -1.587 1.153 4.478  0.20
58 H -3.062 -0.475 -1.649  0.23
59 H -5.287 -0.081 -0.544  0.22
60 H -6.366 2.164 -0.823  0.20
61 H -5.416 3.848 -2.397  0.21
62 H -3.123 3.400 -3.396  0.24

Properties
Spin multiplicity: 1
HOMO, Eh: -0.084
E, eV: -91500.092
Total charge: -1

=====

no.,frontier orbital gap (Ha)
1,0.20900
2,0.11701